No. 1
A structure of composition C26H40BrNOP2Ti at a distorted geometry, computed with ωB97M-V/def2-TZVPD.

Geometry as ORCA input:
```
! RIJCOSX wB97M-V def2-TZVPD def2/J DEFGRID3
* xyz 2 3
N 1.67 0.27 7.26
C 0.75 -0.63 6.90
C 0.84 -1.37 5.72
C 1.96 -1.14 4.88
C 2.99 -0.30 5.34
C 2.76 0.42 6.51
C 1.98 -1.72 3.55
Ti 0.30 -0.56 -1.24
P -1.87 -0.72 -2.48
C 2.90 -1.40 2.60
C 2.58 -1.53 1.16
C 3.14 -0.64 0.21
C 2.73 -0.64 -1.14
C 1.88 -1.71 -1.54
C 1.25 -2.59 -0.62
C 1.58 -2.43 0.73
Br 1.30 -1.84 -3.53
H 1.09 -2.29 3.28
H 3.88 -0.97 2.84
H 0.05 -2.07 5.44
H 3.92 -0.18 4.78
H -0.12 -0.74 7.55
H 3.49 1.16 6.84
H 3.88 0.09 0.54
H 1.09 -3.06 1.46
H 3.20 -0.01 -1.90
H 0.65 -3.42 -1.00
P 0.18 1.58 0.23
C -2.25 -2.47 -2.83
C -2.07 -3.02 -4.24
H -3.30 -2.60 -2.52
H -1.65 -3.07 -2.13
H -2.40 -4.07 -4.24
H -2.67 -2.50 -4.99
H -1.02 -3.04 -4.55
C -0.93 0.47 -3.55
C -0.89 0.08 -5.05
H 0.13 0.58 -3.18
H -1.39 1.46 -3.45
H 0.06 0.41 -5.49
H -0.98 -1.00 -5.20
H -1.69 0.59 -5.60
C -3.50 0.06 -2.40
C -4.36 -0.29 -3.62
H -3.36 1.14 -2.32
H -3.95 -0.30 -1.46
H -5.24 0.35 -3.61
H -3.83 -0.11 -4.56
H -4.70 -1.32 -3.59
C -1.44 2.14 0.89
C -2.53 2.41 -0.13
H -1.23 3.06 1.47
H -1.76 1.37 1.60
H -3.21 3.19 0.25
H -2.14 2.75 -1.10
H -3.14 1.52 -0.30
C 0.73 2.99 -0.82
C 2.19 2.92 -1.26
H 0.55 3.89 -0.22
H 0.06 3.03 -1.69
H 2.49 3.89 -1.67
H 2.87 2.69 -0.42
H 2.36 2.18 -2.05
C 1.27 1.72 1.71
C 0.58 1.64 3.08
H 1.83 2.66 1.61
H 1.99 0.90 1.63
H 1.35 1.69 3.86
H -0.12 2.47 3.24
H 0.05 0.69 3.20
O -1.78 -1.52 1.08
C -1.04 -1.16 0.25
*
```

For the largest force on an atom, the calculation gives 5.0 eV/A. Its HOMO energy (alpha / beta) is -13.43 / -13.84 eV.

Löwdin population analysis, charges in e, atoms 1 to 5: number 1, N, carries 0.077; number 2, C, carries -0.114; number 3, C, carries -0.005; number 4, C, carries -0.235; number 5, C, carries -0.010


No. 2
A cluster of 5 separate species, C26H40Cl2N4O5P2 in total at a distorted geometry, computed with ωB97M-V/def2-TZVPD.

Geometry as ORCA input:
```
! RIJCOSX wB97M-V def2-TZVPD def2/J DEFGRID3
* xyz 0 1
C -0.07 -1.77 0.52
C 1.33 -1.25 0.75
Cl 1.35 0.50 0.28
C 2.42 -1.94 -0.07
Cl 2.03 -1.87 -1.80
P 2.52 -3.77 0.28
O 3.10 -3.98 1.85
C 2.28 -3.54 2.86
O 1.16 -3.90 2.99
C 2.93 -2.60 3.80
C 2.62 -2.64 5.16
C 3.21 -1.71 6.01
C 4.10 -0.75 5.53
C 4.43 -0.73 4.18
C 3.85 -1.66 3.32
P 4.31 -4.41 -0.84
O 4.54 -3.61 -2.04
O 4.17 -5.96 -1.06
O 5.54 -4.37 0.18
H -0.43 -1.53 -0.47
H -0.11 -2.85 0.64
H -0.75 -1.34 1.24
H 1.56 -1.25 1.81
H 3.37 -1.41 0.03
H 1.92 -3.37 5.53
H 2.97 -1.73 7.06
H 4.53 -0.03 6.20
H 5.12 0.00 3.77
H 4.11 -1.66 2.28
H 3.83 -6.15 -1.94
H 5.67 -3.46 0.48
C 2.13 0.51 10.03
C 2.32 2.02 9.99
C 2.74 2.54 8.61
C 4.02 1.95 8.19
N 5.02 1.49 7.87
H 3.06 -0.02 9.80
H 1.80 0.19 11.01
H 1.37 0.19 9.30
H 3.07 2.31 10.73
H 1.39 2.51 10.28
H 2.86 3.62 8.62
H 1.99 2.29 7.86
C -2.79 3.48 0.55
C -2.49 3.03 -0.87
C -3.32 1.81 -1.30
C -3.04 0.66 -0.44
N -2.77 -0.23 0.22
H -2.55 2.70 1.28
H -2.21 4.36 0.81
H -3.85 3.73 0.67
H -1.43 2.79 -0.96
H -2.70 3.84 -1.57
H -3.07 1.54 -2.33
H -4.38 2.04 -1.26
C 0.21 0.56 -5.82
C -1.01 -0.30 -5.48
C -2.34 0.42 -5.72
C -2.44 1.62 -4.89
N -2.53 2.56 -4.23
H 0.25 1.44 -5.18
H 1.13 0.00 -5.66
H 0.18 0.88 -6.86
H -0.95 -0.62 -4.44
H -0.99 -1.21 -6.09
H -3.17 -0.24 -5.48
H -2.43 0.71 -6.77
C -7.26 1.36 -8.04
C -6.00 2.11 -7.61
C -4.91 2.11 -8.68
C -4.48 0.75 -9.00
N -4.14 -0.33 -9.22
H -7.05 0.31 -8.23
H -8.02 1.41 -7.27
H -7.68 1.79 -8.95
H -5.61 1.66 -6.69
H -6.26 3.14 -7.38
H -4.04 2.67 -8.33
H -5.27 2.58 -9.60
*
```

Its relative energy (zero: lowest compared OMol25 entry of this formula, charge and spin) is 0.0 kJ/mol. For the largest force on an atom, the calculation gives 1.9 eV/A. Its HOMO energy is -9.05 eV. As for the SMILES: C[C@H](Cl)[C@H](Cl)P(OC(=O)c1ccccc1)P(=O)(O)O.CCCC#N.CCCC#N.CCCC#N.CCCC#N.

Löwdin population analysis, charges in e, atoms 1 to 5: number 1, C, carries -0.187; number 2, C, carries -0.789; number 3, Cl, carries 0.590; number 4, C, carries -0.906; number 5, Cl, carries 0.627


No. 3
An isolated molecule of C26H40F2INO6 at a distorted geometry, computed with ωB97M-V/def2-TZVPD.

Geometry as ORCA input:
```
! RIJCOSX wB97M-V def2-TZVPD def2/J DEFGRID3
* xyz 0 1
C 1.75 -4.31 -0.26
C 1.91 -3.45 -1.50
O 1.49 -3.81 -2.58
O 2.57 -2.28 -1.29
C 1.66 -1.17 -1.08
C 1.53 -0.42 -2.39
C 0.61 0.82 -2.37
C -0.66 0.52 -3.16
C -1.48 -0.63 -2.59
C -2.52 -1.20 -3.60
C -2.49 -2.73 -3.48
C -3.92 -0.73 -3.16
O 0.16 1.20 -1.06
C 1.10 2.00 -0.35
C 1.09 3.47 -0.81
C -0.10 3.85 -1.73
C -0.50 5.28 -1.45
O 0.25 6.23 -1.57
O -1.79 5.48 -1.06
C 0.84 1.75 1.17
I -1.02 2.86 1.61
C 2.01 2.39 1.93
C 3.38 1.81 1.63
F 3.44 0.44 1.67
O 0.76 0.39 1.28
C 0.21 -0.30 2.39
C 0.28 0.34 3.77
C 1.62 0.09 4.49
C 1.82 -1.34 4.91
F 0.75 -1.79 5.65
C -1.16 -0.92 2.07
C -1.60 -1.88 2.93
C -2.81 -2.45 2.65
C -3.47 -2.01 1.54
N -3.04 -1.11 0.68
C -1.86 -0.57 0.97
H 2.38 -3.91 0.53
H 2.14 -5.30 -0.47
H 0.72 -4.38 0.05
H 2.16 -0.54 -0.37
H 0.70 -1.52 -0.69
H 1.24 -1.06 -3.21
H 2.54 -0.08 -2.65
H 1.09 1.67 -2.86
H -0.33 0.22 -4.16
H -1.27 1.41 -3.29
H -0.86 -1.46 -2.27
H -2.00 -0.29 -1.70
H -2.25 -0.89 -4.61
H -2.29 -3.02 -2.45
H -1.71 -3.18 -4.09
H -3.44 -3.17 -3.76
H -4.30 -1.44 -2.43
H -3.86 0.23 -2.65
H -4.59 -0.66 -4.02
H 2.07 1.59 -0.61
H 1.13 4.20 -0.01
H 1.98 3.64 -1.40
H 0.17 3.74 -2.77
H -0.97 3.23 -1.54
H -2.09 4.69 -0.59
H 2.07 3.45 1.72
H 1.87 2.34 3.00
H 4.06 2.19 2.39
H 3.78 2.16 0.67
H 0.83 -1.19 2.49
H -0.47 -0.06 4.45
H 0.13 1.42 3.79
H 1.55 0.67 5.42
H 2.48 0.49 3.95
H 2.00 -1.98 4.05
H 2.72 -1.40 5.52
H -1.03 -2.16 3.80
H -3.22 -3.19 3.30
H -4.45 -2.45 1.33
H -1.47 0.18 0.30
*
```

For the largest force on an atom, the calculation gives 2.6 eV/A. Its HOMO energy is -9.51 eV. As for the SMILES: CC(=O)OCC[C@@H](CCC(C)C)O[C@@H](CCC(=O)O)[C@](I)(CCF)O[C@@H](CCCF)c1cccnc1.

Löwdin population analysis, charges in e, atoms 1 to 5: number 1, C, carries 0.022; number 2, C, carries -0.511; number 3, O, carries 0.119; number 4, O, carries -0.029; number 5, C, carries -0.139


No. 4
A structure of composition C26H40GeN5O6SZr at a distorted geometry, computed with ωB97M-V/def2-TZVPD.

Geometry as ORCA input:
```
! RIJCOSX wB97M-V def2-TZVPD def2/J DEFGRID3
* xyz 1 1
Zr -0.42 -0.39 0.04
O 1.50 -2.47 2.79
C 1.31 -1.40 2.25
N 0.17 -0.62 2.17
C -1.05 -1.11 2.65
O -1.31 -2.20 3.09
C -2.12 -0.03 2.52
C -3.19 -0.01 3.39
C -4.07 1.07 3.28
C -3.84 2.03 2.31
C -2.77 1.88 1.44
N -1.91 0.86 1.55
C 2.44 -0.76 1.46
C 3.74 -0.73 1.96
C 4.73 -0.19 1.15
C 4.40 0.27 -0.12
C 3.08 0.18 -0.53
N 2.12 -0.32 0.25
H -3.31 -0.80 4.11
H -4.92 1.15 3.95
H -4.50 2.87 2.20
H -2.60 2.56 0.62
H 3.95 -1.12 2.94
H 5.75 -0.13 1.50
H 5.14 0.68 -0.78
H 2.77 0.51 -1.51
C -0.54 -2.02 -3.68
N -1.79 -1.47 -3.22
C -2.66 -1.18 -4.35
C -1.66 -0.44 -2.18
O -0.26 -0.24 -1.90
C -2.13 0.95 -2.65
O -1.85 1.88 -1.60
C -0.85 2.81 -1.83
C 0.26 2.70 -0.79
O 0.31 1.75 0.01
N 1.18 3.67 -0.76
C 2.23 3.67 0.23
C 1.14 4.80 -1.68
H 0.03 -1.34 -4.33
H -0.76 -2.93 -4.25
H 0.10 -2.28 -2.83
H -2.79 -2.09 -4.92
H -2.26 -0.42 -5.03
H -3.65 -0.87 -4.02
H -3.20 0.98 -2.83
H -1.59 1.25 -3.55
H -1.27 3.83 -1.76
H -0.40 2.72 -2.83
H 2.13 2.79 0.86
H 2.16 4.56 0.85
H 3.21 3.66 -0.26
H 1.17 4.47 -2.72
H 2.03 5.41 -1.49
H 0.26 5.42 -1.52
C 2.60 -3.22 -0.43
S 0.97 -3.73 0.11
C 0.58 -4.86 -1.21
O 0.10 -2.51 -0.13
H 2.47 -2.46 -1.21
H 3.12 -4.09 -0.83
H 3.14 -2.81 0.41
H 1.28 -5.69 -1.10
H 0.68 -4.38 -2.18
H -0.43 -5.22 -1.06
C -2.91 -4.11 -1.50
Ge -3.54 -2.38 -0.83
C -4.11 -2.68 1.02
C -5.18 -1.93 -1.83
C -2.38 -0.81 -0.84
H -3.75 -4.57 -2.01
H -2.64 -4.75 -0.67
H -2.10 -4.03 -2.21
H -4.88 -3.45 1.01
H -4.54 -1.79 1.47
H -3.29 -3.01 1.67
H -6.00 -2.56 -1.48
H -5.06 -2.11 -2.90
H -5.46 -0.89 -1.68
H -3.08 0.00 -0.57
*
```

Its relative energy (zero: lowest compared OMol25 entry of this formula, charge and spin) is 97.2 kJ/mol. For the largest force on an atom, the calculation gives 1.3 eV/A. Its HOMO energy is -10.16 eV.

natural (NBO) population analysis, charges in e, atoms 1 to 5: number 1, Zr, carries 2.338; number 2, O, carries -0.549; number 3, C, carries 0.648; number 4, N, carries -0.834; number 5, C, carries 0.617


No. 5
A structure of composition C26H40N10O2P2V, computed with ωB97M-V/def2-TZVPD.

Geometry as ORCA input:
```
! RIJCOSX wB97M-V def2-TZVPD def2/J DEFGRID3
* xyz 3 3
V 0.63 0.18 0.14
C 5.85 1.89 1.09
N 4.75 0.95 0.88
C 4.90 -0.41 0.77
C 3.65 -0.92 0.55
N 2.75 0.11 0.50
C 3.44 1.23 0.70
P 2.77 2.92 0.60
C 1.93 2.69 -1.00
N 1.19 1.64 -1.33
C 0.79 1.82 -2.62
C 1.32 2.99 -3.09
N 2.02 3.53 -2.05
C 2.69 4.83 -2.11
C 1.31 2.68 1.67
N 0.47 1.65 1.56
C -0.51 1.83 2.51
C -0.25 2.98 3.19
N 0.90 3.50 2.65
C 1.53 4.73 3.12
H 6.61 1.40 1.69
H 6.28 2.18 0.13
H 5.49 2.76 1.62
H 5.86 -0.88 0.87
H 3.36 -1.95 0.41
H 0.18 1.10 -3.14
H 1.25 3.48 -4.04
H 3.18 4.93 -3.07
H 1.97 5.63 -1.98
H 3.44 4.89 -1.32
H -1.33 1.14 2.62
H -0.77 3.46 3.99
H 1.88 4.60 4.14
H 2.38 4.97 2.48
H 0.81 5.54 3.07
N -2.94 -1.64 -1.46
C -3.13 -0.24 -1.79
C -4.49 0.36 -1.37
C -5.75 -0.30 -1.95
C -6.35 0.38 -3.18
N -5.70 0.09 -4.47
C -6.07 -0.91 -5.28
N -5.58 -0.96 -6.52
N -6.89 -1.87 -4.85
C -2.05 0.67 -1.18
O -2.07 1.87 -1.32
O -1.10 0.05 -0.47
H -3.31 -2.25 -2.17
H -3.38 -1.88 -0.58
H -2.98 -0.13 -2.87
H -4.49 1.43 -1.59
H -4.54 0.28 -0.28
H -6.53 -0.25 -1.19
H -5.59 -1.37 -2.14
H -6.32 1.47 -3.06
H -7.41 0.14 -3.28
H -5.10 0.79 -4.86
H -5.10 -0.18 -6.92
H -5.85 -1.71 -7.14
H -7.27 -1.85 -3.92
H -7.26 -2.55 -5.49
C -1.31 -2.29 2.08
P 0.39 -1.83 1.65
C 1.31 -1.84 3.21
C 1.03 -3.16 0.62
C 1.92 -4.13 1.08
C 2.42 -5.08 0.20
C 2.04 -5.07 -1.14
C 1.15 -4.11 -1.60
C 0.64 -3.16 -0.73
H -1.88 -2.39 1.16
H -1.77 -1.53 2.71
H -1.32 -3.24 2.61
H 1.14 -2.77 3.76
H 0.97 -1.01 3.83
H 2.37 -1.72 3.03
H 2.23 -4.15 2.11
H 3.11 -5.83 0.56
H 2.44 -5.81 -1.81
H 0.84 -4.11 -2.64
H -0.10 -2.45 -1.08
*
```

Its relative energy (zero: lowest compared OMol25 entry of this formula, charge and spin) is 0.0 kJ/mol. For the largest force on an atom, the calculation gives 0.5 eV/A. Its HOMO energy (alpha / beta) is -15.84 / -15.80 eV.

Löwdin population analysis, charges in e, atoms 1 to 5: number 1, V, carries 0.920; number 2, C, carries 0.012; number 3, N, carries -0.100; number 4, C, carries -0.003; number 5, C, carries -0.082


No. 6
A structure of composition C26H41BBrClN7O4SbTl, computed with ωB97M-V/def2-TZVPD.

Geometry as ORCA input:
```
! RIJCOSX wB97M-V def2-TZVPD def2/J DEFGRID3
* xyz 1 1
Tl 0.01 -0.19 -0.50
C 0.24 -3.96 -0.95
C -0.87 -3.37 -0.14
C -1.95 -4.07 0.40
C -2.74 -3.13 1.02
C -4.02 -3.33 1.75
N -2.16 -1.92 0.87
N -0.99 -2.08 0.17
B -2.71 -0.55 1.33
N -1.66 0.19 2.17
N -0.50 0.65 1.63
C 0.14 1.33 2.58
C 1.46 1.99 2.35
C -0.61 1.31 3.75
C -1.75 0.58 3.45
C -2.90 0.25 4.34
N -3.09 0.30 0.10
N -2.19 0.60 -0.87
C -2.79 1.36 -1.78
C -2.08 1.85 -2.99
C -4.12 1.55 -1.40
C -4.28 0.87 -0.21
C -5.49 0.74 0.65
H -0.17 -4.40 -1.85
H 0.99 -3.22 -1.22
H 0.74 -4.74 -0.39
H -2.12 -5.13 0.35
H -4.27 -4.39 1.75
H -3.95 -3.00 2.79
H -4.84 -2.79 1.28
H -3.68 -0.74 1.99
H 1.61 2.19 1.30
H 1.50 2.94 2.89
H 2.28 1.36 2.70
H -0.37 1.78 4.69
H -2.71 0.64 5.34
H -3.83 0.68 3.98
H -3.04 -0.83 4.42
H -1.05 1.49 -3.01
H -2.57 1.49 -3.90
H -2.07 2.94 -3.03
H -4.88 2.11 -1.93
H -6.32 1.28 0.19
H -5.79 -0.30 0.77
H -5.32 1.15 1.64
O 4.32 -1.39 0.17
Cl 2.92 -1.60 0.29
O 2.61 -2.90 0.78
O 2.32 -0.58 1.13
O 2.30 -1.43 -1.05
Br -1.28 -4.08 -6.41
C -0.93 -2.99 -4.93
C -1.96 -2.59 -4.10
C -1.65 -1.78 -3.02
N -0.41 -1.37 -2.75
C 0.58 -1.78 -3.55
C 0.37 -2.59 -4.66
H -2.98 -2.90 -4.27
H -2.42 -1.45 -2.34
H 1.58 -1.47 -3.28
H 1.20 -2.90 -5.28
C 1.10 1.51 -4.65
C 2.26 1.44 -3.66
Sb 1.79 1.65 -1.59
C 0.96 3.61 -1.40
C 1.48 4.61 -2.43
C 3.73 1.68 -0.71
C 4.63 2.78 -1.27
H 1.48 1.48 -5.67
H 0.53 2.43 -4.55
H 0.41 0.68 -4.53
H 2.97 2.24 -3.84
H 2.81 0.50 -3.74
H 1.18 3.93 -0.38
H -0.12 3.50 -1.47
H 2.56 4.77 -2.33
H 0.99 5.57 -2.29
H 1.29 4.29 -3.45
H 4.15 0.69 -0.89
H 3.60 1.78 0.37
H 4.80 2.67 -2.34
H 5.60 2.72 -0.78
H 4.23 3.78 -1.09
*
```

Its relative energy (zero: lowest compared OMol25 entry of this formula, charge and spin) is 24.8 kJ/mol. For the largest force on an atom, the calculation gives 0.3 eV/A. Its HOMO energy is -11.54 eV.

Löwdin population analysis, charges in e, atoms 1 to 5: number 1, Tl, carries 0.869; number 2, C, carries -0.014; number 3, C, carries -0.299; number 4, C, carries 0.041; number 5, C, carries -0.247